This record from the OMol25 dataset describes C32H52BN8Pb as an isolated structure. The level of theory is ωB97M-V/def2-TZVPD.

Geometry as ORCA input:
```
! RIJCOSX wB97M-V def2-TZVPD def2/J DEFGRID3
* xyz 1 1
Pb -0.908 0.740 -5.017
B 1.364 -0.356 -1.331
H 0.333 -0.582 -1.108
H 1.392 0.699 -1.556
H 2.013 -0.713 -0.546
H 1.646 -0.911 -2.213
C -9.494 0.626 0.864
C -10.128 0.652 -0.532
C -9.319 1.604 -1.486
C -7.888 1.456 -1.368
N -6.783 1.254 -1.282
H -8.445 0.356 0.989
H -9.924 -0.139 1.511
H -9.609 1.570 1.395
H -11.116 1.087 -0.382
H -10.373 -0.329 -0.938
H -9.537 2.661 -1.335
H -9.705 1.301 -2.460
C 4.117 0.668 7.365
C 3.611 -0.714 7.274
C 2.575 -1.044 6.111
C 1.401 -0.128 5.922
N 0.494 0.546 5.685
H 4.970 0.770 8.037
H 3.391 1.338 7.825
H 4.435 1.147 6.439
H 3.190 -0.927 8.256
H 4.445 -1.399 7.122
H 2.273 -2.087 6.212
H 3.260 -0.944 5.269
C -6.440 -7.807 -3.393
C -7.316 -6.481 -3.380
C -6.675 -5.334 -2.689
C -5.401 -5.033 -3.396
N -4.342 -4.780 -3.874
H -6.204 -8.062 -2.360
H -5.566 -7.761 -4.042
H -6.991 -8.649 -3.812
H -8.313 -6.606 -2.958
H -7.661 -6.210 -4.378
H -6.328 -5.591 -1.688
H -7.251 -4.409 -2.650
C 1.923 10.195 -5.105
C 0.518 10.582 -4.722
C -0.022 9.852 -3.527
C -0.086 8.437 -3.700
N -0.201 7.274 -3.886
H 2.577 10.508 -4.291
H 2.158 10.646 -6.069
H 2.009 9.120 -5.268
H -0.119 10.403 -5.589
H 0.441 11.654 -4.537
H -1.015 10.176 -3.214
H 0.680 9.903 -2.695
N 4.483 -5.623 -1.701
C 3.999 -6.370 -2.712
C 4.688 -7.566 -2.756
C 5.661 -7.426 -1.777
C 5.585 -6.201 -1.178
H 4.022 -4.761 -1.447
H 3.180 -5.987 -3.302
H 4.476 -8.312 -3.507
H 6.327 -8.246 -1.554
H 6.233 -5.709 -0.469
N 7.231 0.674 -0.206
C 8.181 0.071 -1.004
C 9.436 0.450 -0.617
C 9.253 1.215 0.554
C 7.883 1.336 0.812
H 6.228 0.593 -0.293
H 7.826 -0.530 -1.828
H 10.324 0.103 -1.125
H 10.037 1.717 1.102
H 7.339 1.891 1.562
N 2.545 5.560 2.007
C 2.434 6.428 3.037
C 3.258 7.501 2.840
C 4.046 7.207 1.685
C 3.520 6.028 1.168
H 2.054 4.681 1.934
H 1.778 6.288 3.884
H 3.431 8.342 3.494
H 4.799 7.885 1.312
H 3.823 5.440 0.314
N -2.240 -4.758 2.095
C -1.947 -6.051 1.714
C -2.684 -6.863 2.561
C -3.291 -6.119 3.573
C -3.021 -4.781 3.214
H -1.867 -3.952 1.614
H -1.344 -6.164 0.826
H -2.711 -7.941 2.504
H -3.808 -6.444 4.464
H -3.224 -3.838 3.700
*
```

gap between HOMO and LUMO = 1.443 eV
LUMO energy = -8.014 eV
total energy = -51852.191 eV

Results of the Mulliken charge analysis, in e, for atoms 1 through 2: number 1, Pb, carries 1.28; number 2, B, carries -0.04



This record from the OMol25 dataset describes C32H52BeN3OS2Si as an isolated structure. The level of theory is ωB97M-V/def2-TZVPD.

Geometry as ORCA input:
```
! RIJCOSX wB97M-V def2-TZVPD def2/J DEFGRID3
* xyz 1 1
Be 0.129 -0.105 0.141
C -0.732 -1.635 -0.130
Si 0.606 -2.860 -0.482
C 1.832 -1.652 -1.303
N 1.926 -0.372 -0.525
C 2.904 -0.533 0.612
C 4.161 0.321 0.497
C 4.799 0.138 -0.876
C 3.796 0.521 -1.983
C 2.389 0.726 -1.428
C 1.327 -3.625 1.082
C 0.539 -3.780 2.227
C 1.040 -4.381 3.377
C 2.350 -4.838 3.403
C 3.149 -4.708 2.273
C 2.637 -4.113 1.127
C 0.295 -4.252 -1.692
C -0.101 -3.974 -3.005
C -0.359 -4.993 -3.909
C -0.230 -6.318 -3.514
C 0.158 -6.617 -2.216
C 0.418 -5.592 -1.314
H -1.417 -1.991 0.654
H -1.344 -1.595 -1.043
H 1.376 -1.405 -2.270
H 2.828 -2.057 -1.520
H 3.199 -1.580 0.659
H 2.412 -0.311 1.558
H 4.847 0.003 1.284
H 3.937 1.376 0.677
H 5.099 -0.908 -0.982
H 5.708 0.733 -0.954
H 3.781 -0.240 -2.765
H 4.089 1.455 -2.467
H 1.682 0.805 -2.251
H 2.331 1.663 -0.873
H -0.493 -3.439 2.209
H 0.406 -4.504 4.248
H 2.745 -5.311 4.294
H 4.167 -5.078 2.283
H 3.270 -4.038 0.246
H -0.213 -2.942 -3.330
H -0.661 -4.755 -4.922
H -0.435 -7.116 -4.216
H 0.261 -7.649 -1.904
H 0.723 -5.840 -0.304
O 0.100 0.514 1.665
S 0.202 -0.408 2.897
C 0.993 0.592 4.172
C 0.240 0.229 5.443
C -1.249 0.315 5.087
C -1.426 -0.342 3.711
H 0.846 1.633 3.874
H 2.057 0.361 4.199
H 0.508 0.895 6.260
H 0.497 -0.790 5.749
H -1.560 1.359 5.045
H -1.864 -0.184 5.833
H -2.072 0.207 3.027
H -1.776 -1.373 3.775
C -1.620 6.123 -1.162
C -0.452 6.147 -0.171
C 0.250 4.798 0.018
C -0.463 3.822 0.950
N -1.762 3.343 0.463
C -1.948 2.364 -0.428
S -0.631 1.531 -1.140
N -3.204 2.108 -0.788
C -3.659 1.069 -1.720
C -4.884 1.533 -2.501
C -4.574 2.424 -3.707
C -3.902 3.756 -3.373
H -1.935 7.137 -1.411
H -2.495 5.602 -0.767
H -1.329 5.625 -2.091
H -0.795 6.522 0.799
H 0.287 6.865 -0.531
H 1.243 4.966 0.447
H 0.394 4.317 -0.951
H -0.659 4.309 1.907
H 0.161 2.951 1.133
H -2.570 3.880 0.735
H -3.934 2.677 -0.386
H -3.884 0.165 -1.153
H -2.836 0.838 -2.393
H -5.576 2.049 -1.824
H -5.406 0.641 -2.850
H -5.511 2.619 -4.232
H -3.938 1.864 -4.398
H -4.509 4.340 -2.674
H -3.775 4.355 -4.276
H -2.912 3.612 -2.936
*
```

gap between HOMO and LUMO = 8.451 eV
LUMO energy = -2.106 eV
total energy = -70493.992 eV

Results of the Mulliken charge analysis, in e, for atoms 1 through 2: number 1, Be, carries -0.06; number 2, C, carries -0.25



This record from the OMol25 dataset describes C32H52BiClN2O4SSi as an isolated structure. The level of theory is ωB97M-V/def2-TZVPD.

Geometry as ORCA input:
```
! RIJCOSX wB97M-V def2-TZVPD def2/J DEFGRID3
* xyz -2 1
Bi 0.218 -0.317 0.358
C 2.751 1.440 0.981
C 3.453 0.561 2.039
N 2.650 -0.610 2.376
C 3.275 -1.900 2.221
C 3.699 -2.290 0.810
S 2.395 -2.386 -0.452
C 2.870 -1.116 -1.660
C 3.226 0.228 -1.029
N 2.218 0.713 -0.139
H 3.469 2.230 0.678
H 1.930 1.966 1.468
H 3.630 1.171 2.935
H 4.440 0.243 1.680
H 2.256 -0.532 3.302
H 2.565 -2.648 2.570
H 4.192 -2.006 2.837
H 4.113 -3.298 0.895
H 4.499 -1.657 0.423
H 1.969 -1.013 -2.272
H 3.692 -1.492 -2.274
H 3.420 0.926 -1.872
H 4.207 0.117 -0.532
H 0.066 2.386 -1.002
O 0.038 -3.578 1.655
C -1.000 -3.552 2.641
C -2.280 -2.781 2.088
O -3.374 -3.202 2.499
O -2.046 -1.852 1.293
C -1.330 -4.965 3.100
C -0.663 -6.067 2.579
C -0.949 -7.357 3.018
C -1.901 -7.563 4.001
C -2.561 -6.464 4.543
C -2.280 -5.183 4.101
C -0.381 -2.773 3.806
C 0.666 -3.359 4.519
C 1.320 -2.666 5.524
C 0.937 -1.362 5.827
C -0.099 -0.772 5.120
C -0.760 -1.475 4.118
H -0.350 -3.832 0.809
H 0.100 -5.916 1.826
H -0.417 -8.199 2.589
H -2.127 -8.565 4.347
H -3.307 -6.608 5.317
H -2.805 -4.331 4.508
H 0.965 -4.372 4.273
H 2.135 -3.135 6.064
H 1.458 -0.806 6.598
H -0.372 0.259 5.303
H -1.527 -0.977 3.539
C 0.600 4.579 -4.290
C 0.868 3.713 -3.058
C 2.080 4.269 -2.287
C 1.325 2.316 -3.530
Si -0.569 3.447 -1.791
C -2.166 2.787 -2.619
C -2.906 3.909 -3.370
C -1.838 1.677 -3.629
C -3.103 2.156 -1.582
C -0.895 5.036 -0.722
C -2.257 5.035 -0.008
C -0.813 6.326 -1.547
C 0.146 5.083 0.407
H 1.522 4.670 -4.882
H 0.263 5.588 -4.043
H -0.155 4.122 -4.935
H 2.961 4.248 -2.942
H 2.294 3.639 -1.418
H 1.949 5.297 -1.948
H 2.271 2.424 -4.079
H 0.608 1.839 -4.194
H 1.465 1.635 -2.686
H -2.278 4.377 -4.133
H -3.267 4.695 -2.706
H -3.782 3.488 -3.881
H -1.327 2.069 -4.512
H -2.780 1.230 -3.973
H -1.225 0.895 -3.168
H -3.427 2.849 -0.808
H -2.625 1.313 -1.081
H -3.996 1.781 -2.100
H -3.105 5.039 -0.692
H -2.323 5.948 0.602
H -2.340 4.183 0.667
H -1.562 6.344 -2.345
H 0.164 6.476 -2.005
H -1.007 7.190 -0.897
H 0.034 4.210 1.048
H -0.026 5.974 1.027
H 1.174 5.125 0.046
Cl -0.944 1.821 1.991
O -0.399 -0.300 -1.481
*
```

gap between HOMO and LUMO = 6.100 eV
LUMO energy = 4.318 eV
total energy = -82275.639 eV

Results of the Mulliken charge analysis, in e, for atoms 1 through 2: number 1, Bi, carries 1.34; number 2, C, carries -0.78



This record from the OMol25 dataset describes a 3-piece molecular cluster, C32H52ClF17NO10P2 overall. The level of theory is ωB97M-V/def2-TZVPD.

Geometry as ORCA input:
```
! RIJCOSX wB97M-V def2-TZVPD def2/J DEFGRID3
* xyz -1 1
C 5.970 -5.927 1.457
C 4.522 -5.477 1.189
O 4.350 -5.032 -0.150
C 4.319 -3.618 -0.289
C 2.917 -3.079 -0.015
O 2.840 -1.733 -0.408
C 1.861 -1.376 -1.364
C 0.947 -0.292 -0.760
P 2.008 1.100 -0.026
C 2.288 0.654 1.726
C 3.325 1.564 2.401
C 3.665 1.183 -0.856
C 4.867 0.520 -0.136
O 0.409 -0.850 0.426
P -1.220 -1.301 0.369
Cl -1.801 0.624 1.330
C -0.873 -3.085 -0.242
O -1.061 -3.257 -1.674
C -1.014 -4.486 -2.185
C -0.242 -5.544 -1.442
O -1.540 -4.723 -3.245
O -2.945 -1.780 0.280
N -3.798 -1.091 -0.533
O -4.723 -1.762 -0.830
C -1.088 -2.012 2.168
F -0.095 -1.319 2.883
C -2.395 -1.975 2.977
C -2.279 -1.306 4.356
O -1.344 -0.658 -1.145
C -0.253 0.119 -1.702
C -0.729 1.586 -1.632
C -0.180 -0.382 -3.179
C -1.613 -0.591 -3.713
C 0.510 0.584 -4.171
C 1.736 1.358 -3.696
H 6.552 -5.765 0.550
H 6.003 -6.989 1.699
H 6.428 -5.358 2.265
H 4.248 -4.675 1.881
H 3.829 -6.304 1.349
H 4.572 -3.391 -1.326
H 5.059 -3.153 0.369
H 2.215 -3.723 -0.547
H 2.701 -3.129 1.060
H 1.280 -2.234 -1.709
H 2.381 -0.970 -2.240
H 2.513 -0.407 1.867
H 1.314 0.800 2.196
H 4.283 1.048 2.491
H 3.018 1.820 3.416
H 3.522 2.476 1.832
H 3.616 0.789 -1.866
H 3.877 2.249 -0.959
H 4.560 -0.277 0.536
H 5.583 0.145 -0.871
H 5.402 1.269 0.451
H -1.562 -3.766 0.263
H 0.154 -3.355 0.015
H 0.781 -5.233 -1.228
H -0.209 -6.441 -2.058
H -0.715 -5.783 -0.488
H -0.712 -3.039 2.136
H -3.190 -1.474 2.436
H -2.700 -3.013 3.156
H -2.002 -0.262 4.220
H -3.287 -1.313 4.772
H -1.587 -1.823 5.019
H -0.072 2.207 -1.028
H -1.712 1.599 -1.169
H -0.822 2.033 -2.623
H 0.281 -1.368 -3.206
H -2.269 0.233 -3.431
H -1.560 -0.595 -4.809
H -2.026 -1.550 -3.415
H -0.252 1.280 -4.532
H 0.807 -0.008 -5.041
H 2.627 0.729 -3.738
H 1.618 1.792 -2.705
H 1.932 2.189 -4.381
C -8.401 -1.455 4.193
C -9.004 -0.113 3.743
C -8.161 0.823 2.867
F -7.076 1.260 3.525
F -8.923 1.899 2.553
F -9.478 0.563 4.812
F -10.076 -0.446 2.961
O -7.889 -1.551 5.511
C -6.574 -1.305 5.806
C -6.431 -0.167 6.823
F -6.953 0.975 6.338
F -5.121 0.029 7.076
F -5.846 -1.102 4.704
F -6.091 -2.416 6.412
H -9.253 -2.132 4.202
H -7.700 -1.846 3.455
H -7.857 0.323 1.944
H -6.947 -0.433 7.748
C 1.644 6.962 -3.833
C 1.857 5.822 -2.821
C 2.414 6.160 -1.433
F 3.666 6.660 -1.514
F 2.455 5.029 -0.709
F 2.595 4.843 -3.384
F 0.613 5.324 -2.580
O 2.610 7.140 -4.857
C 3.683 7.971 -4.749
C 5.004 7.207 -4.900
F 5.136 6.285 -3.932
F 6.027 8.089 -4.796
F 3.661 8.717 -3.633
F 3.631 8.832 -5.798
H 0.753 6.659 -4.379
H 1.400 7.901 -3.336
H 1.771 6.883 -0.923
H 5.042 6.719 -5.875
*
```

gap between HOMO and LUMO = 6.793 eV
LUMO energy = 2.036 eV
total energy = -133289.180 eV

Results of the Mulliken charge analysis, in e, for atoms 1 through 2: number 1, C, carries -1.19; number 2, C, carries -0.17



This record from the OMol25 dataset describes C32H52F5GaN3O2S as an isolated structure. The level of theory is ωB97M-V/def2-TZVPD.

Geometry as ORCA input:
```
! RIJCOSX wB97M-V def2-TZVPD def2/J DEFGRID3
* xyz -1 3
C 8.246 1.939 5.156
C 7.023 2.655 4.313
C 7.117 2.662 2.668
C 5.930 3.410 1.820
C 4.608 4.163 2.483
C 3.559 4.894 1.457
Ga 1.565 4.371 1.747
C 0.677 5.936 2.764
C -0.737 5.572 3.510
C -0.728 4.182 4.379
C -2.110 3.312 4.176
F -2.068 2.231 5.231
F -3.275 4.214 4.421
C -2.229 2.535 2.738
F -3.696 2.224 2.555
F -1.526 1.234 2.663
F -1.831 3.331 1.555
N 0.753 4.295 -0.041
C 0.987 3.032 -0.538
S 0.852 1.345 -0.890
C 4.502 4.127 4.124
C 5.693 3.374 5.025
H 7.912 1.841 6.276
H 9.162 2.698 5.154
H 8.531 0.925 4.639
H 8.024 2.151 2.102
H 6.021 3.429 0.653
H 3.647 6.079 1.566
H 3.882 4.632 0.360
H 1.403 2.935 2.445
H 0.414 6.762 1.943
H 1.427 6.410 3.527
H -1.671 5.582 2.767
H -0.953 6.467 4.270
H -0.721 4.511 5.527
H 0.218 3.509 4.237
H 3.603 4.644 4.668
H 5.650 3.335 6.216
C -7.198 -2.659 0.475
C -5.910 -2.920 -0.357
C -5.089 -4.061 0.304
C -4.380 -3.630 1.589
C -3.543 -2.374 1.359
C -4.332 -1.213 0.700
N -5.121 -1.650 -0.499
O -4.214 -1.828 -1.561
C -5.281 -0.560 1.738
C -3.321 -0.066 0.369
C -6.460 -3.435 -1.728
H -8.003 -3.353 0.205
H -7.052 -2.796 1.548
H -7.589 -1.650 0.302
H -4.333 -4.434 -0.399
H -5.741 -4.914 0.528
H -5.108 -3.457 2.388
H -3.733 -4.440 1.935
H -3.124 -2.047 2.320
H -2.685 -2.646 0.731
H -5.925 0.193 1.266
H -4.713 -0.048 2.526
H -5.917 -1.273 2.261
H -2.495 -0.400 -0.269
H -2.858 0.330 1.282
H -3.821 0.773 -0.133
H -7.064 -2.664 -2.222
H -7.098 -4.316 -1.589
H -5.666 -3.744 -2.418
C 0.587 -1.252 -3.625
C 2.016 -1.316 -4.234
C 1.917 -1.337 -5.785
C 1.431 -2.675 -6.343
C 2.268 -3.831 -5.801
C 2.388 -3.842 -4.255
N 2.757 -2.503 -3.688
O 4.127 -2.301 -3.937
C 1.057 -4.326 -3.623
C 3.403 -4.965 -3.855
C 2.661 0.040 -3.796
H 0.209 -0.222 -3.583
H -0.154 -1.803 -4.206
H 0.573 -1.627 -2.595
H 2.898 -1.115 -6.225
H 1.243 -0.543 -6.130
H 0.374 -2.829 -6.101
H 1.495 -2.658 -7.433
H 1.834 -4.777 -6.152
H 3.267 -3.770 -6.253
H 1.085 -4.240 -2.530
H 0.869 -5.382 -3.857
H 0.180 -3.793 -3.986
H 4.382 -4.839 -4.331
H 3.040 -5.954 -4.163
H 3.553 -4.996 -2.769
H 2.733 0.105 -2.703
H 2.058 0.890 -4.138
H 3.661 0.193 -4.216
*
```

gap between HOMO and LUMO (alpha / beta) = 7.244 / 6.530 eV
LUMO energy (alpha / beta) = 2.203 / 1.488 eV
total energy = -119376.377 eV

Results of the Mulliken charge analysis, in e, for atoms 1 through 2: number 1, C, carries -0.91; number 2, C, carries 0.49